(1)
# C15H24O15

5 unconnected molecules or ions with the total composition C15H24O15 (the ωB97M-V functional and the def2-TZVPD basis, the Open Molecules 2025 dataset).

ORCA input file:
```
! RIJCOSX wB97M-V def2-TZVPD def2/J DEFGRID3
* xyz 0 1
C 1.4322 -3.9745 -2.0705
C 2.4033 -3.4859 -1.0156
O 3.3063 -4.5854 -0.8797
C 3.1555 -5.4144 -1.9310
O 3.8160 -6.3743 -2.1476
O 2.1718 -4.9625 -2.7654
H 1.0747 -3.1705 -2.7177
H 0.5037 -4.3760 -1.6489
H 1.9187 -3.1922 -0.0912
H 2.9879 -2.6142 -1.3288
C -1.4566 1.0666 0.2990
C -2.3750 0.2933 -0.6666
O -1.7181 -0.9696 -0.8034
C -0.7344 -1.0741 0.1144
O -0.0679 -2.0487 0.2588
O -0.5896 0.0584 0.8172
H -1.9686 1.5768 1.1095
H -0.8908 1.8146 -0.2544
H -2.3833 0.7566 -1.6500
H -3.3971 0.2131 -0.3001
C -2.4701 6.3137 0.4441
C -1.8736 7.0555 -0.7496
O -1.5332 6.0135 -1.6636
C -1.6934 4.8050 -1.0839
O -1.5107 3.7645 -1.6309
O -2.0858 4.9486 0.1989
H -3.5569 6.3676 0.5049
H -2.0566 6.5643 1.4186
H -0.9748 7.6188 -0.5063
H -2.5950 7.7143 -1.2268
C 1.9994 6.2113 0.1253
O 0.9721 6.1516 1.1151
C 0.7191 4.9381 1.6114
O 1.0872 3.8923 1.1539
O -0.0635 5.0869 2.6834
C -0.5177 3.8578 3.2651
H 1.8101 7.0920 -0.4805
H 1.9879 5.3329 -0.5183
H 2.9719 6.2787 0.6111
H -1.3353 4.1331 3.9259
H 0.2769 3.4010 3.8509
H -0.8674 3.1839 2.4888
C 0.5338 -4.9585 1.7084
O 1.1397 -5.8194 0.7621
C 0.3394 -6.7391 0.2284
O -0.8159 -6.9235 0.5051
O 1.0449 -7.4272 -0.6636
C 0.3117 -8.3819 -1.4339
H 1.2927 -4.3149 2.1433
H 0.0736 -5.5038 2.5352
H -0.2309 -4.3442 1.2361
H 0.0422 -9.2383 -0.8175
H 0.9788 -8.6879 -2.2319
H -0.5897 -7.9242 -1.8370
*
```

Results
- SMILES string: COC(=O)OC.COC(=O)OC.O=C1OCCO1.O=C1OCCO1.O=C1OCCO1
- HOMO energy: -10.36 eV
- Kohn-Sham gap: 10.66 eV
- Relative energy (zero: lowest compared OMol25 entry of this formula, charge and spin): 0.000 eV

***

(2)
# C4H11NO

2 unconnected molecules or ions with the total composition C4H11NO (the ωB97M-V functional and the def2-TZVPD basis, the Open Molecules 2025 dataset).

ORCA input file:
```
! RIJCOSX wB97M-V def2-TZVPD def2/J DEFGRID3
* xyz 0 1
C -2.2925 -0.2574 1.5601
N -1.2592 -0.1041 0.5873
C -0.5811 -1.3121 0.1394
C 1.8005 -0.8382 -0.6199
C 0.4849 -0.8227 -0.8076
H -3.1856 -0.7278 1.1414
H -2.1011 -0.8513 2.4718
H -2.6001 0.6928 1.9948
H -0.6217 0.6467 0.7733
H -1.3018 -2.0093 -0.2889
H -0.1141 -1.8703 0.9634
H 2.3540 -0.2997 -1.3752
H 2.2898 -1.2900 0.2293
H 0.0759 -0.3696 -1.6998
H 2.7621 2.6418 -2.1538
H 1.8473 3.7380 -1.5914
O 2.4426 3.0332 -1.3241
*
```

Results
- SMILES string: C=CCNC.O
- HOMO energy: -8.56 eV
- Kohn-Sham gap: 9.41 eV
- Relative energy (zero: lowest compared OMol25 entry of this formula, charge and spin): 1.882 eV

***

(3)
# C51H38Cl5HgI2N2O2P2

A molecular structure, C51H38Cl5HgI2N2O2P2 (the ωB97M-V functional and the def2-TZVPD basis, the Open Molecules 2025 dataset).

ORCA input file:
```
! RIJCOSX wB97M-V def2-TZVPD def2/J DEFGRID3
* xyz -2 2
Hg 0.5690 0.5765 -0.1976
I 3.3356 3.2215 6.4561
C 2.7413 1.9180 4.9247
C 3.6894 1.1674 4.2471
C 3.2591 0.2935 3.2670
I 4.7342 -0.7796 2.2359
C 1.8847 0.0769 2.9018
O 1.5143 -0.7899 2.0482
C 0.9708 0.9418 3.5963
C -0.5120 0.9991 3.2847
N -0.9558 0.1799 2.1688
C -2.4011 0.1908 2.1198
C -3.0611 -0.2541 0.8372
C -4.4307 -0.0070 0.6901
C -5.0373 -0.2846 -0.5152
C -4.2694 -0.8134 -1.5464
C -2.9378 -1.0809 -1.2850
N -2.3512 -0.8309 -0.1158
C 1.3998 1.8023 4.5921
H 4.7431 1.2643 4.4684
H -0.7725 2.0289 3.0194
H -1.0679 0.7639 4.2108
H -0.5495 -0.7465 2.2261
H -2.6877 1.2384 2.2413
H -2.8702 -0.3614 2.9549
H -4.9856 0.4417 1.5068
H -6.0899 -0.0723 -0.6632
H -4.6886 -1.0203 -2.5224
H -2.2991 -1.5023 -2.0568
H 0.6630 2.4201 5.0978
Cl 2.1445 3.2355 0.9607
C 3.2874 2.2268 0.0918
C 2.8504 1.0061 -0.3839
C 3.7958 0.2593 -1.0615
Cl 3.3604 -1.3068 -1.7320
C 5.1020 0.6940 -1.2846
Cl 6.2464 -0.2773 -2.1620
C 5.4944 1.9385 -0.8009
Cl 7.1040 2.5210 -1.0771
C 4.5771 2.7141 -0.0993
Cl 5.0487 4.2699 0.5007
O -1.7290 2.3573 0.2615
C -1.0222 1.9833 -0.6969
C -1.2276 2.4354 -2.0394
C -2.3193 3.3604 -2.2292
C -2.6277 3.9014 -3.4412
C -1.8688 3.5767 -4.5984
C -0.8207 2.6827 -4.4535
C -0.4743 2.0994 -3.2347
P 0.8961 0.9146 -3.1978
C 2.3498 1.8452 -3.8053
C 3.4389 1.1923 -4.3883
C 4.6340 1.8607 -4.6187
C 4.7715 3.1926 -4.2491
C 3.7005 3.8494 -3.6558
C 2.4994 3.1850 -3.4412
C 0.4903 -0.2251 -4.5902
C 0.8024 -0.0451 -5.9365
C 0.4173 -0.9790 -6.8914
C -0.2986 -2.1093 -6.5186
C -0.6142 -2.3066 -5.1808
C -0.2088 -1.3795 -4.2304
H -2.8942 3.6095 -1.3467
H -3.4638 4.5903 -3.5228
H -2.1006 4.0101 -5.5639
H -0.2383 2.4255 -5.3337
H 3.3634 0.1379 -4.6309
H 5.4724 1.3288 -5.0540
H 5.7143 3.7058 -4.3983
H 3.8037 4.8815 -3.3414
H 1.6705 3.6975 -2.9659
H 1.3608 0.8324 -6.2410
H 0.6700 -0.8190 -7.9338
H -0.5992 -2.8358 -7.2642
H -1.1644 -3.1911 -4.8789
H -0.4342 -1.5363 -3.1785
C 1.1157 -4.0330 -1.7271
P 0.5602 -3.0081 -0.2881
C 1.4096 -3.9995 1.0227
C 2.5250 -3.4365 1.6384
C 3.2549 -4.1617 2.5750
C 2.8754 -5.4520 2.9114
C 1.7631 -6.0239 2.3042
C 1.0393 -5.3019 1.3672
C -1.1705 -3.6096 -0.1038
C -1.8387 -3.4474 1.1132
C -3.1819 -3.7618 1.2389
C -3.8943 -4.2421 0.1450
C -3.2479 -4.4025 -1.0690
C -1.8977 -4.0856 -1.1901
H 0.7976 -5.0707 -1.6122
H 2.2051 -3.9909 -1.7510
H 0.7483 -3.6303 -2.6725
H 2.7966 -2.4103 1.4189
H 4.1025 -3.6943 3.0595
H 3.4325 -6.0066 3.6578
H 1.4589 -7.0328 2.5594
H 0.1833 -5.7655 0.8916
H -1.2981 -3.0558 1.9690
H -3.6815 -3.6129 2.1890
H -4.9490 -4.4719 0.2377
H -3.7967 -4.7579 -1.9334
H -1.4153 -4.1969 -2.1550
*
```

Results
- HOMO energy (spin up / spin down): 0.24 / -1.44 eV
- ⟨S²⟩: 0.77
- Kohn-Sham gap (spin up / spin down): 3.32 / 5.00 eV
- Relative energy (zero: lowest compared OMol25 entry of this formula, charge and spin): 0.041 eV

***

(4)
# C4H6N2OS

A single C4H6N2OS molecule (the ωB97M-V functional and the def2-TZVPD basis, the Open Molecules 2025 dataset).

ORCA input file:
```
! RIJCOSX wB97M-V def2-TZVPD def2/J DEFGRID3
* xyz 0 1
C 1.0698 -0.2711 0.9366
C -0.4656 -0.4914 1.2899
C 1.6693 0.2977 -0.3503
C -1.6514 -0.4422 0.4346
N 1.7029 -0.5549 2.0160
N -0.5065 -0.7840 2.5714
O 0.7762 -0.8581 3.0248
S -1.8045 1.3253 0.0018
H 0.8585 0.6440 -0.9192
H 2.5050 1.0515 -0.1797
H 2.1163 -0.5944 -1.0238
H -1.5991 -1.2028 -0.4232
H -2.4438 -0.8143 1.0468
H -1.9660 1.4914 1.2675
*
```

Results
- SMILES string: Cc1nonc1CS
- HOMO energy: -9.57 eV
- Kohn-Sham gap: 10.24 eV
- Relative energy (zero: lowest compared OMol25 entry of this formula, charge and spin): 4.379 eV

***

(5)
# C25H61N4O13V

A molecular structure, C25H61N4O13V (the ωB97M-V functional and the def2-TZVPD basis, the Open Molecules 2025 dataset).

ORCA input file:
```
! RIJCOSX wB97M-V def2-TZVPD def2/J DEFGRID3
* xyz 0 1
O 1.7994 -1.5622 -0.2740
V 2.2201 -3.0603 -0.6855
O 0.9530 -3.7325 -1.3739
O 5.4323 -1.8733 -2.7857
C 4.4411 -2.3520 -2.0579
O 4.4207 -2.4579 -0.7966
O 3.3772 -2.7046 -2.5832
H 4.9709 -1.9747 -3.6214
C 1.9278 -0.3927 3.9240
O 2.1878 -1.7655 3.7299
C 3.2940 -2.0200 2.8174
C 3.1489 -3.5231 2.4316
N 1.9746 -3.7825 1.6317
C 1.7236 -5.2567 1.5153
C 2.7972 -5.9752 0.6962
O 3.0321 -5.2688 -0.5100
C 4.2295 -5.6530 -1.1573
H 1.2222 -0.1949 4.7309
H 1.5433 0.0258 2.9939
H 2.8249 0.1462 4.2287
H 4.2634 -1.8814 3.2960
H 3.0999 -1.3641 1.9687
H 3.1454 -4.1176 3.3453
H 4.0343 -3.7741 1.8475
H 1.1608 -3.5027 2.1604
H 0.8085 -5.5924 1.0275
H 1.7003 -5.6903 2.5151
H 2.4174 -6.9836 0.5323
H 3.6583 -5.9682 1.3645
H 5.1354 -5.2317 -0.7213
H 4.3206 -5.4579 -2.2258
H 4.3062 -6.7246 -0.9735
C 0.5050 -0.9907 -3.3930
O -0.5034 -0.1581 -3.9138
C -0.0177 0.5800 -5.0530
C -1.1017 1.4354 -5.7823
N -1.6297 2.4337 -4.8740
C -2.6626 3.2520 -5.4447
C -3.2470 4.2185 -4.4406
O -3.8551 3.5322 -3.3253
C -4.8705 4.3371 -2.7180
H 1.5044 -0.5567 -3.3633
H 0.5090 -2.0027 -3.7980
H 0.3907 -1.1190 -2.3166
H 0.4988 -0.0179 -5.8040
H 0.7855 1.2637 -4.7781
H -1.8776 0.7399 -6.1023
H -0.6582 2.0419 -6.5720
H -2.0186 1.9350 -4.0864
H -3.3449 2.6186 -6.0116
H -2.2157 3.8943 -6.2035
H -3.9598 4.8265 -4.9977
H -2.4642 4.8912 -4.0904
H -5.3081 3.7711 -1.8957
H -5.7167 4.4856 -3.3888
H -4.5815 5.2530 -2.2024
C -1.4750 0.8640 2.2769
O -1.8392 -0.4606 2.0798
C -0.9424 -1.1450 1.1966
C -1.3544 -2.5853 1.0121
N -0.8466 -3.5254 2.0528
C -1.1804 -3.0893 3.4167
C -0.9070 -4.3161 4.3671
O -1.5568 -4.0246 5.5954
C -1.2948 -5.0988 6.4745
H -0.4031 1.0515 2.2137
H -1.8441 1.2667 3.2201
H -1.8820 1.4209 1.4329
H 0.0823 -1.0590 1.5581
H -0.9578 -0.6123 0.2458
H -0.9675 -2.9587 0.0639
H -2.4345 -2.6659 0.8900
H -1.2937 -4.4220 1.9255
H -2.2536 -2.9110 3.4837
H -0.7589 -2.1417 3.7522
H 0.1676 -4.3022 4.5491
H -1.2328 -5.2426 3.8943
H -1.4838 -6.1122 6.1203
H -1.9978 -5.0203 7.3038
H -0.3400 -4.9755 6.9854
C -2.0080 8.8822 1.8512
O -2.2794 8.1047 0.6904
C -1.2053 7.2284 0.3763
C -1.9162 5.9593 -0.1774
N -0.9178 5.0315 -0.6792
C -1.4928 3.7922 -1.1307
C -0.3329 2.7465 -1.1872
O 0.2830 2.6667 0.0606
C 1.2589 1.6697 0.1451
H -2.7349 9.6941 1.8782
H -1.0049 9.3065 1.8086
H -2.1110 8.2558 2.7372
H -0.5656 6.9726 1.2210
H -0.4997 7.6387 -0.3462
H -2.6506 6.2577 -0.9255
H -2.3675 5.4029 0.6441
H -0.1795 4.7582 -0.0464
H -1.8441 4.0037 -2.1407
H -2.3273 3.4850 -0.5003
H 0.3643 3.0564 -1.9656
H -0.7888 1.8111 -1.5117
H 1.9791 1.7025 -0.6725
H 0.8249 0.6775 0.2683
H 1.7805 1.9635 1.0560
*
```

Results
- HOMO energy: -8.05 eV
- Kohn-Sham gap: 8.04 eV
- Relative energy (zero: lowest compared OMol25 entry of this formula, charge and spin): 2.339 eV

***

Repeat the fourth record exactly.
# C4H6N2OS

A single C4H6N2OS molecule (the ωB97M-V functional and the def2-TZVPD basis, the Open Molecules 2025 dataset).

ORCA input file:
```
! RIJCOSX wB97M-V def2-TZVPD def2/J DEFGRID3
* xyz 0 1
C 1.0698 -0.2711 0.9366
C -0.4656 -0.4914 1.2899
C 1.6693 0.2977 -0.3503
C -1.6514 -0.4422 0.4346
N 1.7029 -0.5549 2.0160
N -0.5065 -0.7840 2.5714
O 0.7762 -0.8581 3.0248
S -1.8045 1.3253 0.0018
H 0.8585 0.6440 -0.9192
H 2.5050 1.0515 -0.1797
H 2.1163 -0.5944 -1.0238
H -1.5991 -1.2028 -0.4232
H -2.4438 -0.8143 1.0468
H -1.9660 1.4914 1.2675
*
```

Results
- SMILES string: Cc1nonc1CS
- HOMO energy: -9.57 eV
- Kohn-Sham gap: 10.24 eV
- Relative energy (zero: lowest compared OMol25 entry of this formula, charge and spin): 4.379 eV

***

- Which value of relative energy (zero: lowest compared OMol25 entry of this formula, charge and spin) does entry 5 give?
  2.339 eV

***

- The highest relative energy (zero: lowest compared OMol25 entry of this formula, charge and spin) belongs to which entry?
  C4H6N2OS